Record 1
The following is a quantum chemistry calculation of a cluster of 2 separate species, C3H8N3O in total at a distorted geometry, from the Open Molecules 2025 dataset.

```
! wB97M-V def2-TZVPD RIJCOSX def2/J DEFGRID3
* xyz 1 1
C 1.237 -0.199 0.732
C -1.089 0.546 -0.124
C 2.068 -0.091 -0.281
N -1.756 -0.508 -0.269
N -1.454 1.871 -0.258
N -1.277 -1.846 -0.176
O 3.373 0.005 -0.342
H 1.102 0.311 1.678
H 1.695 -0.219 -1.390
H -2.629 -0.468 -0.722
H -0.862 2.506 0.299
H -2.409 2.059 -0.267
H -0.231 -1.753 0.066
H -1.661 -2.185 0.592
H 3.895 -0.029 0.462
*
```

Properties
frontier orbital gap (spin up / spin down) = 8.39 / 8.39 eV
LUMO energy (spin up / spin down) = -5.71 / -5.71 eV
energy relative to the best compared isomer or geometry (same formula, charge and spin) = 6.705 eV

=====

Record 2
The following is a quantum chemistry calculation of an isolated molecule of C19H27NO3, from the Open Molecules 2025 dataset.

```
! wB97M-V def2-TZVPD RIJCOSX def2/J DEFGRID3
* xyz 0 1
C -5.925 -0.368 1.506
C -4.561 0.092 1.006
C -4.299 -0.386 -0.422
C -2.904 -0.033 -0.935
C -2.730 1.464 -1.200
O -1.468 1.758 -1.769
C -0.357 1.741 -0.997
C -0.331 1.598 0.390
C 0.879 1.585 1.052
C 2.093 1.692 0.371
C 3.329 1.577 1.172
O 3.307 1.670 2.384
C 4.622 1.249 0.453
C 4.715 -0.264 0.178
C 3.667 -0.698 -0.835
O 3.812 -0.485 -2.027
N 2.569 -1.319 -0.368
C 2.237 -1.671 1.000
C 0.752 -2.024 0.933
C 0.609 -2.620 -0.466
C 1.527 -1.733 -1.298
C 2.057 1.874 -1.014
C 0.854 1.900 -1.680
H -6.715 0.025 0.871
H -6.097 -0.020 2.522
H -5.988 -1.453 1.500
H -3.783 -0.301 1.666
H -4.517 1.182 1.048
H -4.413 -1.472 -0.450
H -5.050 0.042 -1.090
H -2.154 -0.368 -0.215
H -2.718 -0.559 -1.874
H -3.452 1.792 -1.953
H -2.889 2.054 -0.291
H -1.241 1.498 0.961
H 0.906 1.472 2.126
H 4.706 1.789 -0.489
H 5.450 1.535 1.105
H 4.634 -0.818 1.112
H 5.690 -0.465 -0.268
H 2.825 -2.541 1.320
H 2.426 -0.846 1.687
H 0.158 -1.114 1.013
H 0.456 -2.712 1.722
H 0.967 -3.650 -0.472
H -0.417 -2.605 -0.829
H 1.004 -0.847 -1.673
H 1.978 -2.245 -2.151
H 2.961 1.993 -1.587
H 0.818 2.033 -2.750
*
```

Properties
frontier orbital gap = 9.09 eV
LUMO energy = 0.47 eV
energy relative to the best compared isomer or geometry (same formula, charge and spin) = 1.456 eV

=====

Record 3
The following is a quantum chemistry calculation of a cluster of 2 separate species, C5H8S in total at a distorted geometry, from the Open Molecules 2025 dataset.

```
! wB97M-V def2-TZVPD RIJCOSX def2/J DEFGRID3
* xyz 0 1
C 0.165 -1.131 0.999
C -0.358 -0.110 -1.343
C 1.201 -0.455 0.519
C 1.135 -0.050 -0.906
C -1.365 1.538 0.173
S -1.187 -1.226 -0.144
H 0.074 -1.531 1.926
H -0.653 1.423 0.970
H 1.993 -0.206 1.201
H 1.578 -0.860 -1.550
H 1.586 0.959 -1.111
H -1.406 2.416 -0.565
H -2.356 1.420 0.519
H -0.407 -2.188 -0.687
*
```

Properties
frontier orbital gap (spin up / spin down) = 8.01 / 8.01 eV
LUMO energy (spin up / spin down) = 0.53 / 0.53 eV
energy relative to the best compared isomer or geometry (same formula, charge and spin) = 7.053 eV

=====

Record 4
The following is a quantum chemistry calculation of an isolated molecule of C4H3NOS at a distorted geometry, from the Open Molecules 2025 dataset.

```
! wB97M-V def2-TZVPD RIJCOSX def2/J DEFGRID3
* xyz 0 1
C -3.200 -0.049 -0.006
C -1.973 -0.111 0.023
C -0.521 -0.057 -0.030
N 0.109 -1.161 -0.007
S 1.813 -1.293 -0.012
C 2.500 0.314 0.005
O 2.021 1.403 -0.020
H -4.264 -0.193 -0.040
H -0.066 0.972 -0.002
H 3.581 0.175 0.089
*
```

Properties
frontier orbital gap = 9.47 eV
LUMO energy = -0.09 eV
energy relative to the best compared isomer or geometry (same formula, charge and spin) = 2.221 eV

=====

Record 5
The following is a quantum chemistry calculation of a cluster of 3 separate species, C38H62Br2N4O4S in total at a distorted geometry, from the Open Molecules 2025 dataset.

```
! wB97M-V def2-TZVPD RIJCOSX def2/J DEFGRID3
* xyz 0 1
C -3.172 2.951 -5.370
O -2.921 1.576 -5.205
C -2.577 1.220 -3.866
C -1.196 1.723 -3.476
C -0.482 0.831 -2.432
C 0.962 0.590 -2.827
C 1.789 -0.317 -1.885
C 0.980 -1.309 -1.025
C 1.697 -2.622 -0.796
C 2.363 -2.914 0.414
C 2.404 -2.053 1.656
Br 0.606 -1.792 2.376
C 3.288 -0.775 1.629
C 4.421 -0.880 0.636
Br 2.354 0.931 1.451
C 3.042 -4.141 0.536
C 3.046 -5.104 -0.469
C 2.335 -4.850 -1.628
C 1.668 -3.624 -1.800
C 0.896 -3.500 -3.073
O 0.713 -2.482 -3.678
C 0.298 -4.771 -3.584
C -1.035 -4.667 -4.248
C -2.179 -5.053 -3.252
C -1.825 -4.748 -1.809
C -3.030 -4.772 -0.848
S -2.902 -3.510 0.439
C -1.758 -4.246 1.492
N -1.930 -4.480 2.757
N -0.757 -4.997 3.222
C 0.034 -5.066 2.205
O -0.508 -4.608 1.078
C 0.963 -5.911 -3.403
C 2.237 -5.896 -2.678
O 3.124 -6.672 -2.893
H -3.170 3.481 -4.420
H -4.162 3.104 -5.803
H -2.459 3.416 -6.048
H -3.353 1.627 -3.214
H -2.601 0.137 -3.852
H -0.609 1.692 -4.393
H -1.222 2.762 -3.156
H -1.044 -0.099 -2.394
H -0.542 1.293 -1.450
H 1.031 0.232 -3.846
H 1.448 1.567 -2.829
H 2.410 0.321 -1.268
H 2.468 -0.893 -2.509
H 0.748 -0.829 -0.082
H 0.032 -1.536 -1.495
H 2.863 -2.667 2.419
H 3.733 -0.704 2.613
H 4.844 -1.882 0.703
H 4.106 -0.739 -0.391
H 5.212 -0.180 0.877
H 3.569 -4.361 1.455
H 3.561 -6.039 -0.322
H -1.062 -5.314 -5.117
H -1.223 -3.652 -4.576
H -3.045 -4.461 -3.537
H -2.450 -6.095 -3.404
H -1.102 -5.453 -1.419
H -1.411 -3.743 -1.753
H -3.977 -4.649 -1.362
H -3.066 -5.741 -0.355
H 1.034 -5.447 2.249
H 0.569 -6.836 -3.799
C -0.590 0.997 8.784
C -0.269 -0.024 7.702
N 1.147 -0.121 7.405
C 1.429 -0.886 6.203
C 1.085 -2.381 6.192
C 2.012 -0.383 8.542
C 1.762 -1.657 9.361
H -0.197 1.980 8.520
H -1.671 1.081 8.898
H -0.183 0.711 9.754
H -0.776 0.284 6.783
H -0.710 -0.992 7.989
H 2.490 -0.765 5.962
H 0.890 -0.407 5.379
H 1.798 -2.968 6.769
H 1.120 -2.751 5.166
H 0.083 -2.580 6.572
H 1.948 0.474 9.217
H 3.045 -0.380 8.187
H 0.700 -1.820 9.552
H 2.257 -1.573 10.331
H 2.160 -2.545 8.874
C 0.752 6.576 -2.708
C -0.399 6.866 -3.659
N -1.705 6.691 -3.051
C -2.792 6.699 -4.014
C -3.073 7.992 -4.790
C -1.934 7.437 -1.826
C -1.802 8.966 -1.876
H 0.668 5.572 -2.290
H 1.698 6.643 -3.247
H 0.797 7.291 -1.885
H -0.331 6.167 -4.498
H -0.261 7.873 -4.085
H -3.708 6.391 -3.501
H -2.584 5.905 -4.738
H -3.575 8.738 -4.176
H -3.733 7.775 -5.633
H -2.163 8.434 -5.197
H -1.243 7.060 -1.069
H -2.927 7.173 -1.452
H -0.925 9.283 -2.442
H -1.694 9.357 -0.862
H -2.679 9.441 -2.311
*
```

Properties
frontier orbital gap = 6.89 eV
LUMO energy = -1.07 eV
energy relative to the best compared isomer or geometry (same formula, charge and spin) = 0.000 eV

=====

Record 6
The following is a quantum chemistry calculation of a structure of composition C5H9CsO5 at a distorted geometry, from the Open Molecules 2025 dataset.

```
! wB97M-V def2-TZVPD RIJCOSX def2/J DEFGRID3
* xyz 0 1
C 2.038 -2.653 0.431
C 1.047 -1.647 -0.117
O 0.449 -0.760 0.794
Cs 1.054 -1.432 4.271
H 2.472 -3.263 -0.374
H 2.881 -2.142 0.921
H 1.528 -3.363 1.101
H 0.265 -2.199 -0.678
H 1.578 -1.064 -0.899
C -0.644 0.821 -0.440
C -1.332 1.669 0.624
O -2.128 2.668 0.011
C -1.513 3.218 -1.078
O -0.583 2.439 -1.518
O -2.105 4.079 -1.702
O -1.570 -0.005 -1.056
H 0.368 0.795 -0.857
H -0.572 2.172 1.234
H -2.039 1.047 1.190
H -1.194 -0.380 -1.858
*
```

Properties
frontier orbital gap = 5.98 eV
LUMO energy = -1.47 eV
energy relative to the best compared isomer or geometry (same formula, charge and spin) = 1.477 eV

=====

Record 7
The following is a quantum chemistry calculation of an isolated molecule of C4H8S2 at a distorted geometry, from the Open Molecules 2025 dataset.

```
! wB97M-V def2-TZVPD RIJCOSX def2/J DEFGRID3
* xyz 0 1
C -2.152 -0.958 0.544
S -0.829 0.351 1.017
C 0.439 -0.061 -0.010
C 0.711 0.558 -1.458
S 2.469 0.897 -1.070
C 1.638 0.687 0.595
H -2.395 -0.904 -0.577
H -2.877 -0.538 1.241
H -2.085 -2.024 1.130
H 0.786 -1.132 -0.032
H 0.111 1.380 -1.520
H 0.739 -0.211 -2.257
H 2.133 0.213 1.525
H 1.314 1.742 0.872
*
```

Properties
frontier orbital gap = 9.33 eV
LUMO energy = 0.69 eV
energy relative to the best compared isomer or geometry (same formula, charge and spin) = 2.440 eV

=====

Record 8
The following is a quantum chemistry calculation of an isolated molecule of C6H13NO at a distorted geometry, from the Open Molecules 2025 dataset.

```
! wB97M-V def2-TZVPD RIJCOSX def2/J DEFGRID3
* xyz 0 1
C 0.360 -1.480 -2.456
C 0.845 -1.241 -1.033
C -0.355 -1.383 -0.027
C -0.770 -0.275 0.899
O -1.832 -0.524 1.488
N -0.130 0.871 1.245
C 0.826 1.547 0.361
C -0.957 1.796 2.074
H -0.241 -0.634 -2.829
H 1.196 -1.716 -3.115
H -0.418 -2.232 -2.594
H 1.298 -0.260 -0.965
H 1.606 -1.950 -0.701
H -1.211 -1.818 -0.525
H -0.029 -2.126 0.713
H 0.327 1.994 -0.500
H 1.191 2.391 0.964
H 1.781 1.040 0.237
H -0.619 2.829 2.081
H -1.948 1.820 1.625
H -0.918 1.351 3.060
*
```

Properties
frontier orbital gap = 9.99 eV
LUMO energy = 0.83 eV
energy relative to the best compared isomer or geometry (same formula, charge and spin) = 1.622 eV

=====

Calculated energy in order - -358.15002, -1020.69552, -593.22906, -682.28910, -7551.25539, -592.14631, -953.49697, -366.37429 Ha